# 1
Computed, not measured: a structure of composition C2H9N4P at a distorted geometry, with ωB97M-V/def2-TZVPD.

Results
- Orbital gap (spin up / spin down): 8.41 / 7.49 eV
- Highest occupied orbital energy (spin up / spin down): -0.3215 / -0.2873 Ha
- 2S+1: 1
- LUMO (spin up / spin down): -0.0123 / -0.0120 hartree
- Relative energy (zero: lowest compared OMol25 entry of this formula, charge and spin): 66.2 kcal/mol

Element x y z (Å)
P -0.972 -0.224 0.593
N 1.490 -1.261 1.296
H 1.119 -1.148 2.213
N -1.238 -0.123 -1.050
H 1.411 0.040 -0.458
H 0.339 -0.215 -2.503
H 0.647 1.134 1.373
H -0.522 1.300 -2.299
H -1.650 -0.604 2.462
H 1.516 1.747 -0.904
C -0.160 0.498 -1.735
N -2.121 -0.484 1.633
H 1.363 -2.199 0.927
C 0.811 0.926 -0.611
H -2.029 -0.563 -1.515
N -0.004 1.177 0.579



# 2
Computed, not measured: an isolated molecule of C2H2ClN3S, with ωB97M-V/def2-TZVPD.

Results
- SMILES string: Sn1cc(Cl)nn1
- Orbital gap: 9.76 eV
- Highest occupied orbital energy: -0.3473 Ha
- 2S+1: 1
- LUMO: 0.0112 hartree
- Relative energy (zero: lowest compared OMol25 entry of this formula, charge and spin): 9.6 kcal/mol

Element x y z (Å)
S -2.368 -0.275 -0.350
H -2.279 -1.391 -1.065
N 1.366 -0.786 -0.431
C 0.053 0.751 0.503
H -0.390 1.583 1.021
Cl 2.777 1.066 0.907
C 1.351 0.337 0.314
N 0.143 -1.100 -0.726
N -0.653 -0.183 -0.173



# 3
Computed, not measured: an isolated molecule of C24H29FN4O3, with ωB97M-V/def2-TZVPD.

Results
- SMILES string: O=C(CCCC(=O)N(CC(=O)NC1CCCCC1)c1ccccc1F)Nc1ccccn1
- Orbital gap: 9.68 eV
- Highest occupied orbital energy: -0.3284 Ha
- 2S+1: 1
- LUMO: 0.0274 hartree
- Relative energy (zero: lowest compared OMol25 entry of this formula, charge and spin): 1.6 kcal/mol

Element x y z (Å)
H 4.579 -2.157 -0.891
C 3.610 0.367 -2.925
H -3.278 3.210 -2.522
C -2.506 3.139 -1.772
C 1.970 0.986 2.976
O 0.240 -3.323 -1.636
H -1.772 -0.137 0.019
H -4.573 -2.975 -0.066
H -3.837 2.622 -0.156
H -0.282 2.547 2.118
C 2.793 -1.017 -0.652
H 1.605 3.068 3.443
H -0.266 -2.226 1.271
C 2.026 0.018 -1.185
H -5.475 -0.682 -0.276
N 2.324 -1.738 0.474
H 3.740 -0.124 2.378
H 3.187 2.751 2.701
C 2.130 2.482 2.685
C -3.500 -0.679 -1.148
H -3.603 0.316 -1.584
H -4.203 -0.068 0.788
C -2.056 -0.897 -0.712
N 0.217 2.789 1.271
O 2.286 3.036 0.350
C -0.638 2.929 0.184
N -1.911 2.703 0.492
H -2.115 -3.041 -0.856
H -0.889 3.644 -3.093
H 0.915 0.707 2.917
C 1.578 2.810 1.307
C 4.384 -0.662 -2.418
C -4.286 -2.215 0.665
F 0.872 0.346 -0.569
C -4.441 -0.831 0.043
C -0.215 3.282 -1.096
H 2.489 -3.580 -0.489
C 1.802 -3.068 0.187
H 3.929 0.902 -3.806
C -1.174 3.378 -2.085
C 2.420 0.715 -2.308
H -2.568 -1.725 1.867
H -3.761 -1.413 -1.914
C 3.978 -1.353 -1.289
H -4.948 -2.314 1.528
H 2.301 0.774 3.992
C 2.043 -1.163 1.673
H 5.310 -0.931 -2.902
N -0.530 -2.519 0.338
H 2.932 0.699 1.056
H 0.828 3.469 -1.287
H 1.726 -3.609 1.133
H 1.794 1.507 -2.684
C -2.817 2.810 -0.464
C -1.896 -2.288 -0.090
C 2.759 0.137 1.973
O 1.311 -1.709 2.481
H -1.386 -0.809 -1.568
C 0.419 -2.989 -0.482
H -2.733 -3.452 1.519
C -2.841 -2.451 1.096



Which of these has the highest relative energy (zero: lowest compared OMol25 entry of this formula, charge and spin)? C2H9N4P



What is the relative energy (zero: lowest compared OMol25 entry of this formula, charge and spin) in the third record? 1.6 kcal/mol